Below is a cluster of 17 separate species, C51H136O51S17 in total, with properties calculated with the ωB97M-V functional and the def2-TZVPD basis.

The geometry in XYZ format:
```
255
Properties=species:S:1:pos:R:3:forces:R:3
O -4.641451 4.766436 4.776735 0.5281 -0.2707 -1.2274
S -4.083251 4.260206 3.537185 -0.6436 -0.1677 0.2227
O -3.173571 5.115586 2.750555 -1.7239 -2.3284 1.5770
O -3.338321 2.844766 3.901315 0.3381 1.3169 -1.3199
C -3.862361 1.949096 4.861865 0.4800 -1.7511 1.4677
C -2.942751 0.659176 4.880815 -1.2362 0.8065 -0.9110
C -5.474891 3.563386 2.514365 1.2856 0.3550 0.0975
H -4.906471 1.671036 4.718285 -0.0538 -0.0806 -0.8182
H -3.915961 2.372936 5.864655 0.5191 0.4900 -0.0201
H -1.894321 0.862476 5.098905 -0.1749 0.1146 0.2809
H -2.976291 0.189836 3.897605 0.2041 0.2525 -0.1023
H -3.383901 -0.112364 5.511855 0.1881 0.2875 0.5091
H -6.105201 2.919616 3.127855 -0.0764 0.5873 0.2872
H -5.072951 2.885256 1.761575 0.3253 0.3269 -0.1249
H -5.964311 4.413776 2.039605 -0.1947 -0.1859 0.1870
O -7.082381 1.408716 0.061695 2.1131 -2.4930 -0.0455
S -6.249291 0.188626 0.051405 -2.9476 0.8683 2.7154
O -5.044731 0.088606 -0.711125 0.0794 -0.0150 -0.1556
O -5.864331 -0.092524 1.691675 -2.0410 1.4967 -3.0716
C -4.721131 -0.824214 2.043955 -0.1086 -0.2799 1.0802
C -5.155871 -1.556254 3.357555 2.0345 -0.3229 -0.7579
C -7.366711 -1.285964 -0.163515 1.4165 -0.3137 -0.2952
H -3.935931 -0.075734 2.150335 0.2521 -0.3714 0.5370
H -4.373351 -1.467124 1.235365 -0.2021 -0.4102 0.1027
H -5.467121 -0.889294 4.161535 -0.2845 0.0317 -0.3567
H -4.260651 -2.060824 3.720975 0.2653 0.0805 0.2654
H -5.827351 -2.401274 3.205315 -0.5293 0.5009 -0.2848
H -7.510591 -1.730154 0.821415 -0.3840 0.5454 -0.0010
H -6.771731 -2.026334 -0.698275 0.1915 0.1094 -0.1535
H -8.264831 -1.166154 -0.769415 0.1125 0.6846 0.3378
O -5.411181 5.502776 -1.474525 0.6648 -2.5533 -2.3771
S -5.396801 4.423776 -2.494545 -1.3796 0.5762 -0.0947
O -6.669781 3.774586 -2.809815 1.6848 0.7439 0.5386
O -4.845351 5.086976 -3.932355 -0.4749 -0.9088 1.8235
C -4.884631 4.111006 -5.013825 0.1692 -0.0537 -0.7104
C -4.517771 4.842526 -6.284295 0.4093 1.3974 0.1602
C -4.173841 3.037456 -2.119685 -0.3861 1.8278 -1.0181
H -5.883311 3.689206 -5.127095 0.0929 -0.1382 0.4699
H -4.126591 3.355706 -4.806475 -0.3817 -0.0679 0.0706
H -5.041391 5.798386 -6.268285 -0.0569 0.1529 0.0360
H -4.776051 4.437306 -7.262655 -0.0903 -0.7177 0.3645
H -3.454801 5.083576 -6.274925 0.0414 -0.0365 -0.1700
H -4.322991 2.851196 -1.056125 0.1578 -0.3243 -0.2930
H -3.190641 3.405026 -2.413475 0.1623 0.3624 0.7264
H -4.337361 2.234246 -2.838175 -0.7323 -0.1894 0.5114
O -3.477461 -5.540194 6.749745 -0.8995 0.1130 -0.9427
S -4.167241 -4.568164 5.931245 0.4227 1.5834 1.7613
O -4.989081 -3.561284 6.648975 1.7963 -2.0231 -2.4962
O -2.957631 -3.773434 5.123565 -1.6411 -0.0001 0.8869
C -1.918531 -4.522714 4.477575 -0.7047 -1.3142 -0.8098
C -0.669731 -3.744494 4.356055 1.1559 0.9134 0.4495
C -5.132831 -5.374974 4.593885 0.9034 0.2719 0.4664
H -2.274731 -4.750944 3.473015 -0.1808 0.0686 -0.2480
H -1.757451 -5.499604 4.933485 -0.0649 0.1558 0.4954
H -0.007241 -4.171664 3.603235 -0.2186 -0.0793 -0.2601
H -0.058601 -3.724094 5.258385 -0.2599 -0.0369 0.3055
H -0.882091 -2.706244 4.101015 -0.0452 0.0120 -0.2080
H -6.021521 -5.790294 5.069115 0.0032 0.2475 -0.1453
H -4.529851 -6.176064 4.166375 0.1153 -0.0477 0.3153
H -5.312011 -4.665184 3.786295 -0.3136 0.1699 0.3932
O 1.814179 4.281566 2.779645 1.0701 0.1058 2.4448
S 2.289399 4.392956 4.172525 -1.1137 -0.5659 -0.2486
O 3.260619 5.363436 4.569935 -0.4670 -0.1104 -0.3377
O 0.963389 4.623746 5.143875 4.0500 -0.2398 -0.9974
C -0.096181 3.728226 4.891245 -0.7234 0.8176 -0.6226
C -1.179751 4.505696 5.542625 -1.7736 -1.7138 0.8501
C 2.875269 2.765856 4.762645 -1.0238 0.0321 -0.2237
H 0.008839 2.732426 5.321895 0.3842 -0.0206 0.1211
H -0.160511 3.681026 3.804165 -0.5890 -0.4267 0.0375
H -1.028681 4.486986 6.621945 0.7247 1.0103 0.0512
H -2.045571 3.845566 5.594375 -0.5790 0.4809 -0.8015
H -1.350761 5.471896 5.067935 -0.1442 -0.1912 0.3725
H 3.815689 2.491976 4.284425 -0.0987 0.2664 0.0259
H 2.098869 2.040136 4.520515 0.0738 -0.0103 -0.5054
H 2.917419 2.727056 5.851135 0.3711 0.5904 -0.0481
O -1.102261 4.606946 -1.581335 0.7229 0.5840 0.7296
S -0.512311 5.293636 -0.443345 -0.9496 0.0535 1.4725
O 0.894759 5.662366 -0.395195 -1.8953 -0.1065 -0.5414
O -1.424551 6.667166 -0.176225 2.6364 -1.6512 -0.2909
C -2.818911 6.543916 0.076125 -1.5767 0.7801 -0.7915
C -3.518661 7.633096 -0.797855 -0.1817 -0.1655 0.7110
C -0.853891 4.301516 1.102605 0.2013 1.0731 -1.4966
H -3.000861 6.687376 1.141215 0.1333 0.2654 -0.1397
H -3.202401 5.548696 -0.148745 0.1286 -0.0233 -0.3346
H -3.201361 8.625416 -0.477345 0.4563 -0.0297 -0.1639
H -4.601731 7.674416 -0.682295 0.0124 -0.4960 0.3566
H -3.385321 7.504926 -1.872045 0.4520 -0.1396 0.1323
H -1.858391 3.885066 1.027445 0.1234 0.2423 0.1125
H -0.747471 5.081686 1.856335 -0.1132 -0.4569 0.2491
H -0.108981 3.510636 1.190445 0.0594 0.2100 -0.1076
O -4.185041 1.243636 -5.409595 1.9201 -1.8448 -0.5616
S -2.961101 0.814976 -6.094555 0.9720 0.4610 -0.5273
O -1.625731 1.134576 -5.569515 -2.3005 -0.7807 -0.3087
O -2.987001 -0.845064 -6.458065 -2.6313 3.8129 1.7451
C -1.849101 -1.434254 -6.932425 1.6525 -2.2579 -2.0849
C -2.353471 -2.428104 -8.055675 0.8753 0.7253 0.4477
C -3.101871 1.507686 -7.741785 0.0107 -0.9963 -0.3093
H -1.345601 -2.020974 -6.164085 -0.1404 0.0095 0.3121
H -1.103031 -0.722194 -7.285205 -0.1091 0.1199 -0.2227
H -2.610621 -1.930584 -8.990795 -0.3793 0.3593 0.2370
H -3.207351 -2.970344 -7.649515 0.0617 -0.0558 -0.1628
H -1.578041 -3.123574 -8.376825 0.1093 -0.1509 0.4650
H -3.379491 2.561366 -7.713825 0.2047 -0.1625 0.2645
H -3.856861 0.899016 -8.239375 -0.3264 0.2421 0.1322
H -2.191541 1.321576 -8.311665 0.2083 0.2942 0.3351
O -0.417051 -2.696354 -2.101025 0.7375 -1.7631 -1.3079
S -0.270371 -3.955264 -2.845085 0.5845 0.4216 0.5857
O -0.900241 -4.097834 -4.159385 1.1214 0.1229 1.9350
O 1.385889 -4.360714 -2.931305 -2.7004 0.6293 -0.0207
C 1.741629 -5.242534 -4.059405 0.5090 -0.0445 1.2104
C 3.073759 -5.921814 -3.672695 -0.5914 0.7658 -1.1995
C -0.757031 -5.287404 -1.684935 0.1207 0.4762 -1.5966
H 1.767699 -4.555234 -4.904995 0.2814 -0.6063 -0.2908
H 0.996379 -6.030364 -4.169105 -0.2863 0.2854 -0.1773
H 3.248089 -6.649854 -4.464945 0.2302 -0.1071 0.0017
H 3.034429 -6.460744 -2.726065 -0.1198 0.2736 0.0160
H 3.870889 -5.179204 -3.707435 0.0215 -0.2933 0.2525
H -0.962941 -6.099054 -2.382735 0.0789 -0.3457 0.3689
H -1.676851 -5.010924 -1.169575 0.2806 0.1367 0.0428
H 0.121669 -5.464114 -1.064645 -0.3540 0.0274 0.1401
O -7.359941 -3.918364 -5.247875 0.9147 2.5077 2.3428
S -7.019711 -2.676544 -4.519415 0.2360 0.9627 -2.0400
O -7.827521 -2.103094 -3.434335 1.2428 -1.3857 -1.5509
O -5.444951 -2.719344 -4.074145 -2.2376 -4.5609 -2.5675
C -4.925741 -1.818414 -3.247745 -1.5218 3.7020 2.7597
C -3.513751 -1.533334 -3.473015 2.1232 -0.1207 -0.0573
C -6.658031 -1.363254 -5.790695 -1.7679 0.0953 0.7778
H -5.139051 -2.034474 -2.200875 0.2575 -0.5520 0.1642
H -5.500701 -0.898024 -3.349725 -0.0054 0.5047 -0.1625
H -2.940701 -2.054274 -2.705985 0.4413 0.1439 -0.2176
H -3.299281 -0.465744 -3.424475 -0.0722 0.0206 0.3508
H -3.147581 -1.825294 -4.457275 -0.2425 -0.3223 0.1944
H -7.573331 -1.036424 -6.284165 -0.2812 -0.8096 -0.3096
H -5.908581 -1.694694 -6.509425 0.0034 0.0338 0.4480
H -6.484341 -0.433344 -5.249225 1.0134 -0.2705 0.2136
O 0.528939 0.210116 2.786805 -1.3218 -0.1465 -1.3511
S -0.297581 -0.400264 1.747675 1.5795 -0.0493 -0.8258
O -1.584661 -0.971994 2.086165 0.5055 1.0642 -0.4708
O -0.304441 0.679996 0.426785 0.0431 -0.8871 2.8859
C -1.325711 0.610746 -0.571945 0.3460 -0.3717 -1.1423
C -0.686281 1.181266 -1.869815 -0.1628 -0.5198 1.2111
C 0.692109 -1.685574 0.947495 -0.6229 1.2104 0.4712
H -2.226971 1.124876 -0.238025 0.0586 0.1735 -0.0394
H -1.568041 -0.436694 -0.751535 -0.2230 -0.1068 -0.0046
H 0.158899 0.551746 -2.148195 -0.1283 -0.1594 -0.0140
H -0.263851 2.167526 -1.677615 -0.4113 0.1950 -0.2275
H -1.430591 1.152856 -2.665615 0.0665 0.2981 -0.0686
H 1.102669 -2.352824 1.705335 -0.2509 -0.0148 -0.0959
H 1.462849 -1.082124 0.468015 0.0957 -0.3802 -0.2636
H -0.004421 -2.155364 0.253065 0.4258 -0.1844 -0.1180
O 2.526179 2.952746 -2.429435 0.7066 -1.7705 1.3082
S 3.090889 2.084796 -1.396665 1.1372 -0.7237 1.1263
O 2.624669 0.689496 -1.099375 0.9742 3.1836 -1.2622
O 4.767379 2.073036 -1.656055 -2.1125 -0.6899 -0.0171
C 5.504009 0.856296 -1.396585 0.6262 -0.6627 -0.8113
C 6.832369 0.924956 -2.132755 0.7017 0.0987 0.8134
C 3.143839 2.987426 0.190665 -0.0552 -0.4912 -0.9598
H 5.054049 -0.067114 -1.761215 -0.8540 0.4570 -0.1319
H 5.686909 0.694956 -0.334225 -0.1841 0.3640 0.2557
H 6.791089 1.277066 -3.163495 -0.1929 -0.1595 0.1638
H 7.275059 -0.070584 -2.100325 -0.2626 -0.1339 -0.4364
H 7.557139 1.500156 -1.556595 -0.0495 0.5484 -0.1885
H 3.955579 3.714286 0.161055 -0.2201 0.0289 -0.2898
H 3.384189 2.228506 0.935225 -0.3925 0.1241 0.0567
H 2.177959 3.480626 0.299905 0.1282 -0.1256 0.2851
O -1.065651 4.370246 -6.846115 1.7167 -0.0527 0.6956
S 0.127069 4.330716 -6.008185 -0.5208 0.7260 1.3393
O 1.358579 3.645266 -6.431395 -2.0047 1.2997 0.6041
O 0.424129 5.928106 -5.540235 -0.9723 -2.4696 -2.0871
C 1.759009 6.258136 -5.204505 -0.2566 1.4024 1.6136
C 1.609239 6.887856 -3.794125 0.8026 -0.2187 -0.1160
C -0.346521 3.819016 -4.314085 0.2819 -0.7375 -0.9177
H 2.093939 7.037956 -5.888455 0.2567 -0.3576 -0.2793
H 2.372919 5.357706 -5.225485 0.2665 0.3025 0.0280
H 1.280859 6.119666 -3.094015 0.0410 0.1632 0.1246
H 0.930079 7.738816 -3.742095 -0.4078 -0.2889 -0.4918
H 2.535899 7.336106 -3.435695 0.3456 -0.3998 0.0050
H 0.554069 3.943966 -3.712895 -0.1861 0.0691 0.0880
H -0.643871 2.770486 -4.329615 0.3094 -0.0549 -0.2366
H -1.206551 4.358776 -3.917715 0.3850 0.5041 -0.4063
O 6.043699 0.108436 -5.406825 -2.3960 0.7500 -0.3682
S 4.708849 0.633196 -5.715475 -0.3768 -0.0346 1.5213
O 4.201349 0.538156 -7.080905 0.4947 0.3353 1.9507
O 3.629839 -0.090594 -4.654905 2.4044 0.2929 -0.6976
C 2.259089 0.288856 -4.686995 -0.6338 -1.1916 -0.3209
C 1.495419 -0.961744 -4.157695 -0.2523 0.4366 -0.2070
C 4.571639 2.382666 -5.003395 0.4701 -1.5637 -1.9179
H 2.037539 0.506316 -5.731855 -0.5481 -0.1797 -0.0677
H 2.055429 1.208786 -4.138945 0.1591 -0.1516 0.3990
H 1.791159 -1.378434 -3.194885 0.6074 0.6029 0.1202
H 1.601109 -1.808434 -4.835965 -0.0133 0.1823 -0.3320
H 0.435419 -0.758274 -4.005695 -0.1256 0.1765 -0.3815
H 4.987459 2.864266 -5.888415 0.0922 0.7484 0.3798
H 5.191879 2.456646 -4.110125 -0.2080 -0.0990 -0.2341
H 3.527949 2.667486 -4.870405 0.1548 -0.1833 0.0051
O 1.722669 -1.100624 9.685775 0.6146 -0.7842 -0.5539
S 2.432269 -2.223644 9.115025 0.2131 -1.3795 -0.4245
O 2.198909 -3.585504 9.664995 0.6124 3.2203 -2.0024
O 2.184179 -2.207734 7.412265 -0.4345 -0.7834 3.5897
C 2.235849 -0.909554 6.772495 2.8126 -1.5149 0.4386
C 1.115509 -0.690474 5.902395 -1.9369 0.7397 -1.0014
C 4.269929 -1.888044 9.090025 -0.9554 -0.5288 -0.0497
H 3.082759 -1.151514 6.130395 0.4818 0.9790 -0.1898
H 2.505789 -0.102094 7.453105 -0.3531 -0.0928 0.1844
H 0.144609 -0.710804 6.397425 -0.0146 -0.0166 0.0955
H 1.107049 -1.394504 5.070315 -0.0696 0.0416 0.0513
H 1.260059 0.311246 5.497715 -0.2614 0.0322 -0.3152
H 4.700739 -2.206444 10.039305 -0.2708 0.0801 0.0175
H 4.476989 -0.834914 8.899915 -0.3288 -0.0481 0.0714
H 4.675629 -2.502884 8.286615 -0.0976 -0.0323 0.0299
O 4.758999 -2.926694 -3.325465 0.8715 -0.7767 2.9055
S 4.937249 -3.284574 -1.906165 -0.7326 0.6372 -1.0724
O 5.161769 -4.656484 -1.488465 0.0403 1.1273 -0.3691
O 6.154619 -2.345494 -1.316935 -1.5068 -0.3233 -1.4737
C 6.699199 -2.594374 -0.036675 1.4399 -0.9076 0.4889
C 7.919139 -1.732014 0.132055 -0.2814 1.0120 0.0892
C 3.483029 -2.651884 -1.033205 0.5635 0.0424 -0.0332
H 7.166289 -3.579124 -0.022745 -1.0386 -0.5738 0.2408
H 5.992109 -2.419844 0.774285 -0.2319 -0.2693 -0.1300
H 7.627539 -0.703424 -0.080285 0.4118 0.1623 0.0243
H 8.736519 -2.044724 -0.517725 -0.1138 0.1159 -0.0415
H 8.247369 -1.779344 1.170375 0.0567 -0.1063 0.0144
H 3.672569 -2.677204 0.039895 0.1007 -0.0268 -0.0649
H 2.622389 -3.278514 -1.267135 0.2611 -0.1476 -0.1590
H 3.283479 -1.635244 -1.371895 0.1676 0.0026 -0.0291
O 1.683729 -4.784394 1.439035 1.1918 1.0325 0.9509
S 3.022939 -5.072734 1.928055 -0.4330 -3.0940 -0.4856
O 4.187779 -4.198794 1.906605 -1.8460 -0.3880 0.2301
O 2.796489 -5.686054 3.479445 -0.6196 2.1892 -3.6039
C 3.941889 -5.814404 4.272825 0.5015 -0.6800 1.5322
C 3.352919 -5.963024 5.687825 0.7521 -0.2326 0.0826
C 3.455839 -6.626064 0.953585 0.5776 0.9007 1.7498
H 4.696069 -5.030114 4.208035 -0.5218 0.4335 -0.2153
H 4.458019 -6.709114 3.924675 0.0813 -0.3391 0.3140
H 3.914819 -6.764704 6.167075 -0.2487 0.0372 0.3614
H 2.292469 -6.211984 5.648135 0.1544 -0.2937 -0.1644
H 3.415459 -5.069794 6.309365 0.2578 0.1066 -0.2410
H 2.887389 -6.762524 0.033615 0.2873 0.6963 0.0529
H 3.250999 -7.484804 1.592885 -0.0545 0.1490 0.1569
H 4.534849 -6.484264 0.892425 -0.0823 -0.4215 -0.7632
O 5.806039 -3.473214 6.156095 0.1715 0.9130 -1.9221
S 6.280159 -2.657874 5.049965 1.4299 2.4258 -1.8612
O 7.071029 -3.168514 3.895235 -2.3940 0.5195 2.4808
O 4.956079 -1.686774 4.473915 1.2767 -2.1621 1.3011
C 5.227809 -0.669344 3.498885 -0.0356 -0.3743 -0.9813
C 3.970629 -0.497924 2.633005 -0.3014 -0.0823 0.5665
C 7.323209 -1.253804 5.711835 -1.2175 -1.3057 -0.0182
H 6.057059 -0.984994 2.865795 0.1823 -0.0285 0.0092
H 5.517129 0.237136 4.030575 -0.1544 0.1802 -0.0933
H 3.623219 -1.440784 2.210595 0.2676 -0.2592 0.2147
H 4.062139 0.164436 1.772185 0.4674 0.2386 0.1656
H 3.155249 -0.121704 3.250835 -0.1122 0.0568 -0.0444
H 8.304679 -1.702074 5.866355 -0.0898 0.2493 0.1127
H 6.806709 -0.962494 6.626415 0.3393 0.0132 0.0956
H 7.330579 -0.416774 5.013665 0.1194 -0.3751 -0.0931
```
Positions in Å, forces in eV/Å.

Computed properties:
Energy = -12630.7328 Ha
Net charge = 0
E_LUMO = -0.41 eV
Max |F| = 5.69 eV/A
Energy relative to the best compared isomer or geometry (same formula, charge and spin) = 8.401 eV
Kohn-Sham gap = 10.2 eV

Mulliken population analysis, charges in e, atoms 1 to 8: -0.6729 1.0584 -0.4081 0.0002 -0.7067 -0.0795 -0.9086 0.3500